No. 1
Below is a cluster of 2 separate species, C11H15N in total, with properties calculated with wB97M-V/def2-TZVPD.

Cartesian coordinates (Å):
C  -1.77868  2.43388  0.12618
C  -0.96188  1.38190  -0.52366
C  0.05604  1.52425  -1.39539
N  0.52220  0.28678  -1.84076
C  -0.18343  -0.68251  -1.15323
C  -0.15155  -2.07148  -1.13863
C  -1.13285  -2.77879  -0.46749
C  -2.15584  -2.13197  0.23825
C  -2.19419  -0.74976  0.25024
C  -1.23344  -0.04200  -0.46389
H  -1.51408  3.46850  -0.08499
H  -1.73937  2.32031  1.21229
H  -2.83648  2.34357  -0.13637
H  0.58531  2.38524  -1.77743
H  1.48854  0.08703  -2.05315
H  0.56262  -2.64949  -1.71293
H  -1.10486  -3.85959  -0.52850
H  -2.94949  -2.74497  0.64704
H  -2.92954  -0.21759  0.84079
C  2.92639  -0.36221  1.39675
C  1.92938  0.78740  1.15828
H  3.44863  -0.58675  0.46519
H  3.77669  -0.03906  2.00433
H  2.49087  -1.28523  1.76799
H  0.95309  0.32609  1.09590
H  2.15851  1.25181  0.20043
H  1.96739  1.60464  1.87276

The relative energy (zero: lowest compared OMol25 entry of this formula, charge and spin) comes out at 47.15 kJ/mol. The value obtained for the LUMO energy is 0.93 eV. As for the total energy: -13140.3026 eV. The HOMO-LUMO gap is 8.9066 eV.

=====

No. 2
Below is the molecule C11H15N, with properties calculated with wB97M-V/def2-TZVPD.

Cartesian coordinates (Å):
C  -3.15545  0.49729  0.25190
N  -2.05787  -0.43700  0.33282
C  -1.21973  -0.42165  1.56954
C  -1.19801  -0.26837  -0.93702
C  -0.12205  -1.42974  -1.11398
C  1.08768  -0.78275  -0.52551
C  2.20108  -1.33176  0.03425
C  3.23146  -0.48337  0.48604
C  3.12281  0.86412  0.36908
C  1.97384  1.40757  -0.14290
C  0.91067  0.61946  -0.54254
C  -0.44192  1.06539  -0.95287
H  -2.69475  1.51130  0.28792
H  -3.72889  0.45920  1.12665
H  -3.87529  0.40222  -0.57186
H  -0.22661  -0.83155  1.37469
H  -1.08142  0.59597  1.91421
H  -1.79685  -0.89364  2.41564
H  -1.78651  -0.40642  -1.79410
H  0.09352  -1.73850  -2.17097
H  -0.30693  -2.45464  -0.65573
H  2.27152  -2.41184  0.21074
H  4.11154  -0.92370  0.93213
H  3.89522  1.56429  0.68334
H  2.00646  2.48001  -0.35581
H  -0.78254  1.83570  -0.27824
H  -0.43100  1.51240  -1.94742

The relative energy (zero: lowest compared OMol25 entry of this formula, charge and spin) comes out at 146.05 kJ/mol. The value obtained for the LUMO energy is 0.99 eV. As for the total energy: -13139.2775 eV. The HOMO-LUMO gap is 9.2180 eV.